Entry 1:
{"formula": "C8H10O", "method": "ωB97M-V/def2-TZVPD", "symbols": ["C", "C", "C", "C", "C", "C", "C", "C", "O", "H", "H", "H", "H", "H", "H", "H", "H", "H", "H"], "xyz": [[2.306, 0.038, 0.404], [1.668, 1.246, 0.453], [0.953, 0.317, -1.528], [0.307, 1.054, -0.421], [0.282, -1.273, 0.114], [1.485, -0.828, -0.661], [-0.519, -0.038, 0.221], [-1.665, 0.375, 1.068], [3.336, -0.332, 0.970], [0.237, 0.055, -2.359], [1.720, 0.763, -1.986], [1.830, 1.842, 1.332], [-0.302, 1.906, -0.764], [-0.341, -2.019, -0.383], [0.481, -1.678, 1.126], [2.094, -1.553, -1.228], [-1.260, 0.827, 1.862], [-2.316, -0.425, 1.356], [-2.211, 1.136, 0.424]], "mulliken_charge": [0.391, -0.759, -0.980, -0.006, -0.643, -0.006, 0.214, -1.403, -0.617, 0.292, 0.456, 0.398, 0.506, 0.365, 0.337, 0.427, 0.362, 0.365, 0.302], "charge": 0, "multiplicity": 1, "lumo_ev": [0.28, -1.24], "orbital_gap_ev": [9.104, 6.280], "energy_ev": -10501.5157}

Entry 2:
{"formula": "C8H10O2", "method": "ωB97M-V/def2-TZVPD", "symbols": ["C", "C", "O", "C", "C", "C", "C", "O", "C", "C", "H", "H", "H", "H", "H", "H", "H", "H", "H", "H"], "xyz": [[-0.355, 2.816, 0.636], [-0.413, 1.930, -0.630], [-0.508, 2.430, -1.763], [-0.214, 0.455, -0.392], [-0.090, -0.441, -1.539], [0.300, -1.643, -0.943], [0.747, -2.982, -1.527], [0.290, -1.528, 0.429], [0.048, -0.255, 0.723], [-0.152, 0.087, 2.266], [-1.239, 2.592, 1.319], [0.647, 2.538, 1.145], [-0.420, 3.870, 0.300], [-0.360, -0.376, -2.684], [0.714, -2.714, -2.616], [1.681, -3.302, -1.134], [0.176, -3.983, -1.393], [-1.202, 0.410, 2.317], [-0.084, -0.779, 2.853], [0.436, 0.876, 2.633]], "mulliken_charge": [-0.994, 0.749, -0.614, 0.787, -0.955, 0.611, -1.073, -0.365, 0.327, -1.401, 0.262, 0.231, 0.322, 0.249, 0.282, 0.286, 0.256, 0.333, 0.343, 0.364], "charge": 0, "multiplicity": 1, "lumo_ev": 0.73, "orbital_gap_ev": 9.373, "energy_ev": -12551.6199}

Entry 3:
{"formula": "C8H11AuNPS", "method": "ωB97M-V/def2-TZVPD", "symbols": ["C", "C", "C", "C", "C", "Au", "P", "H", "H", "H", "H", "H", "H", "H", "H", "S", "C", "C", "N", "C", "H", "H", "H"], "xyz": [[-0.495, 0.389, -2.194], [-1.343, 1.517, -1.979], [-0.537, 2.693, -2.023], [0.795, 2.322, -2.382], [0.835, 0.893, -2.429], [-0.460, -2.058, -0.340], [-0.445, -4.034, 0.782], [-0.798, -0.660, -2.199], [-2.410, 1.480, -1.767], [-0.883, 3.701, -1.801], [1.715, 0.284, -2.582], [1.624, 2.995, -2.587], [0.773, -4.754, 0.606], [-1.456, -4.942, 0.351], [-0.644, -4.021, 2.191], [0.643, 0.081, 3.839], [0.776, 1.493, 2.827], [0.474, 1.178, 1.515], [0.157, -0.152, 1.323], [0.173, -0.842, 2.454], [1.052, 2.467, 3.204], [0.511, 1.873, 0.680], [-0.059, -1.903, 2.511]], "lowdin_spin": [0.334, 0.081, 0.355, 0.025, 0.313, 0.451, 0.179, 0.117, -0.001, 0.019, 0.019, -0.005, 0.012, 0.007, 0.039, 0.005, 0.002, 0.004, 0.040, 0.004, 0.000, 0.002, -0.001], "charge": 0, "multiplicity": 3, "lumo_ev": [0.61, -1.50], "orbital_gap_ev": [5.533, 6.271], "s_squared": 2.02, "energy_ev": -33775.4726}

Entry 4:
{"formula": "C8H11BBeINO7P2", "method": "ωB97M-V/def2-TZVPD", "symbols": ["C", "P", "O", "C", "C", "C", "P", "O", "O", "O", "C", "O", "C", "B", "N", "O", "C", "I", "C", "O", "H", "H", "H", "H", "H", "H", "H", "H", "H", "H", "H", "Be"], "xyz": [[2.512, -2.312, 0.750], [1.599, -1.935, -0.755], [2.551, -1.206, -1.777], [0.160, -0.907, -0.474], [-0.058, 0.100, 0.369], [0.868, 0.946, 1.166], [1.916, 1.958, 0.108], [1.659, 1.857, -1.323], [3.510, 1.568, 0.442], [1.723, 3.359, 0.778], [-1.549, 0.458, 0.578], [-1.812, 1.161, 1.518], [-2.568, -0.137, -0.299], [-4.123, 0.204, 0.009], [-4.838, -0.812, 0.741], [-4.666, 1.367, -0.389], [-2.213, -0.976, -1.286], [-3.552, -1.814, -2.592], [-0.815, -1.370, -1.442], [-0.360, -2.049, -2.340], [3.156, -1.464, 0.955], [1.805, -2.491, 1.552], [3.142, -3.182, 0.589], [3.278, -1.793, -2.058], [1.395, 0.443, 1.972], [0.249, 1.698, 1.652], [3.992, 1.617, -0.409], [2.288, 4.042, 0.383], [-5.560, -1.280, 0.207], [-5.284, -0.418, 1.561], [-4.033, 2.074, -0.560], [5.628, 1.296, 0.372]], "mulliken_charge": [-0.914, 0.613, -0.379, 0.183, 0.376, -1.086, 0.827, -0.585, -0.468, -0.461, 0.293, -0.564, 0.461, 0.850, -0.511, -0.585, -1.127, 0.217, 0.734, -0.485, 0.293, 0.381, 0.429, 0.374, 0.618, 0.412, 0.382, 0.394, 0.235, 0.239, 0.336, 0.519], "charge": 2, "multiplicity": 1, "lumo_ev": -11.85, "orbital_gap_ev": 2.520, "energy_ev": -52033.7138}

Entry 5:
{"formula": "C8H11BNO6S2", "method": "ωB97M-V/def2-TZVPD", "symbols": ["O", "S", "O", "C", "C", "C", "C", "C", "C", "C", "C", "N", "S", "O", "O", "B", "O", "O", "H", "H", "H", "H", "H", "H", "H", "H", "H", "H", "H"], "xyz": [[2.528, -3.134, 0.935], [2.094, -1.794, 0.600], [2.596, -0.845, 1.593], [0.277, -1.897, 0.688], [-0.400, -0.627, 1.247], [-1.588, -0.096, 0.456], [-2.168, -0.715, -0.618], [-3.223, -0.162, -1.315], [-3.706, 1.054, -0.910], [-3.171, 1.694, 0.186], [-2.121, 1.118, 0.847], [2.586, -1.510, -0.911], [2.113, -0.058, -1.421], [0.680, 0.183, -1.335], [2.562, 0.092, -2.793], [2.995, 1.286, -0.439], [2.331, 1.942, 0.590], [4.280, 1.624, -0.715], [-0.042, -2.178, -0.315], [0.039, -2.733, 1.350], [0.336, 0.178, 1.320], [-0.768, -0.844, 2.258], [-1.813, -1.680, -0.967], [-3.603, -0.704, -2.174], [-4.526, 1.496, -1.474], [-3.605, 2.643, 0.488], [-1.732, 1.667, 1.703], [2.591, 1.521, 1.423], [4.456, 2.478, -0.299]], "mulliken_charge": [-0.792, 1.168, -0.722, -1.095, -0.504, 0.615, 0.194, -0.959, -0.206, -0.705, -0.366, -0.605, 0.907, -0.491, -0.756, 0.618, -0.543, -0.458, 0.259, 0.472, 0.089, 0.642, 0.229, 0.370, 0.321, 0.364, 0.327, 0.312, 0.316], "charge": -1, "multiplicity": 1, "lumo_ev": 2.90, "orbital_gap_ev": 8.900, "energy_ev": -44599.9380}

Entry 6:
{"formula": "C8H11BO3", "method": "ωB97M-V/def2-TZVPD", "symbols": ["B", "C", "C", "C", "C", "C", "C", "C", "C", "O", "O", "O", "H", "H", "H", "H", "H", "H", "H", "H", "H", "H", "H"], "xyz": [[-1.567, 0.523, 1.566], [1.799, -0.624, -0.193], [0.586, -0.287, -0.570], [0.097, -0.096, -1.904], [2.858, -0.914, -1.232], [1.076, -0.619, -2.977], [2.168, -1.536, -2.444], [-3.298, 0.778, 2.979], [-2.274, 1.917, 3.187], [-0.930, 0.452, -2.231], [-2.738, -0.031, 1.943], [-1.232, 1.639, 2.250], [2.077, -0.709, 0.846], [3.351, 0.021, -1.517], [3.614, -1.587, -0.825], [0.493, -1.108, -3.759], [1.521, 0.283, -3.409], [2.897, -1.734, -3.233], [1.728, -2.490, -2.145], [-3.426, 0.157, 3.869], [-4.272, 1.144, 2.643], [-2.686, 2.903, 2.962], [-1.842, 1.918, 4.192]], "mulliken_charge": [0.407, -0.457, 0.032, 0.457, -0.622, -0.471, -0.689, -0.290, -0.261, -0.564, -0.366, -0.355, 0.423, 0.277, 0.339, 0.302, 0.246, 0.304, 0.308, 0.245, 0.257, 0.236, 0.242], "charge": 0, "multiplicity": 1, "lumo_ev": [-0.03, -0.11], "orbital_gap_ev": [8.480, 8.078], "energy_ev": -15290.3033}